The following is a quantum chemistry calculation of a 14-piece molecular cluster, C84H70N14O28 overall, from the OMol25 dataset.

```
196
Properties=species:S:1:pos:R:3:forces:R:3:lowdin_charge:R:1
O -13.7825 -4.1221 -21.6346 -2.3 -1.1 -0.7 0.074
O -22.2134 -12.0683 -28.6791 0.6 -0.5 0.6 0.070
O -19.4098 -7.7531 -18.0525 -1.3 -0.3 -0.9 0.068
O -19.5099 -7.9863 -29.8183 -0.5 -0.4 -0.9 0.050
O -23.0491 -10.1969 -29.1858 -0.4 1.1 0.2 0.080
O -15.3134 -8.7463 -22.9782 -1.9 -0.1 -0.1 0.054
O -16.7116 -15.9308 -23.0250 -0.2 -0.7 0.8 0.089
O -16.7281 -16.8723 -25.8293 -0.7 -1.4 1.7 0.096
O -20.9467 -14.7833 -23.4764 0.3 0.8 1.5 0.070
O -12.4224 -4.8621 -18.1512 -1.0 -1.8 -0.9 0.060
O -20.2246 -9.7638 -28.9077 -0.2 -0.8 -0.2 0.052
O -16.3463 -10.4782 -29.4541 0.5 0.8 0.5 0.054
O -15.2655 -16.3379 -27.3089 -1.9 0.6 0.7 0.021
O -12.8323 -16.0444 -14.9171 -0.6 0.9 -0.9 0.073
O -13.5622 -13.4872 -20.6175 0.2 -1.7 1.6 0.095
O -19.1094 -9.8690 -18.0674 -2.3 1.4 -1.3 0.010
O -13.5772 -4.7069 -16.4328 -1.5 -0.1 2.0 0.077
O -17.1986 -14.1632 -24.1151 -0.3 0.1 -0.5 0.069
O -11.2373 -4.6597 -24.0458 -0.4 0.0 0.0 0.088
O -14.4391 -11.0049 -28.6091 -0.3 0.8 0.0 0.069
O -14.1516 -4.4290 -23.7361 -2.0 -0.7 2.2 0.024
O -21.9858 -6.7418 -23.9165 0.2 1.7 1.1 0.057
O -22.5214 -7.7970 -25.6096 -1.5 -2.3 -2.2 0.097
O -16.7606 -8.6024 -21.3780 -0.2 -0.3 -1.5 0.052
O -14.0668 -16.1883 -16.6987 0.5 0.2 0.6 0.059
O -9.9965 -5.1654 -25.7467 -1.7 -1.3 1.4 0.039
O -13.9508 -11.5236 -21.3552 0.1 -1.9 -1.1 0.021
O -21.3316 -13.1596 -22.0515 1.0 -2.2 -0.3 0.030
N -10.7605 -5.4713 -24.7963 1.7 0.2 -0.2 -0.319
N -17.0604 -14.7803 -23.0762 0.8 1.2 -0.7 -0.349
N -16.3834 -16.2112 -26.7401 1.8 0.8 -2.2 -0.341
N -22.8079 -11.0571 -28.3754 -0.8 -0.7 -0.5 -0.350
N -15.3624 -10.2173 -28.7681 -0.2 -0.6 0.1 -0.316
N -13.3571 -5.2752 -17.4587 1.4 1.1 -1.3 -0.346
N -19.9924 -9.1185 -29.9057 0.5 1.1 0.5 -0.315
N -19.7600 -8.8506 -18.4744 3.8 -1.1 1.7 -0.289
N -13.7428 -12.7523 -21.5241 -0.4 2.6 -1.0 -0.336
N -22.0889 -6.8128 -25.1222 1.5 -0.4 0.6 -0.366
N -14.5544 -4.5052 -22.5327 3.3 1.7 -1.9 -0.289
N -16.4832 -8.7890 -22.5645 0.9 0.1 0.6 -0.281
N -20.9500 -14.3224 -22.3300 -1.5 0.6 -0.7 -0.286
N -13.4748 -15.5428 -15.8380 -0.3 -0.8 -0.2 -0.337
C -18.4689 -5.9771 -21.6506 0.0 -0.2 -0.7 -0.072
C -21.3347 -7.8037 -20.0695 0.8 -1.9 0.0 0.010
C -24.5332 -10.9737 -24.4673 0.5 -0.1 0.0 -0.077
C -19.5149 -14.0200 -26.9655 3.0 0.9 -0.6 -0.032
C -20.9287 -6.1931 -27.2677 0.1 0.0 1.3 0.015
C -20.6133 -15.2574 -21.2266 0.7 0.4 0.5 -0.149
C -10.9976 -6.9140 -24.4293 0.5 -1.6 0.4 -0.119
C -22.9374 -11.7926 -26.0006 1.5 -1.0 -1.9 -0.037
C -25.0299 -10.0977 -25.4239 0.7 -1.0 -0.2 -0.058
C -17.3749 -9.3751 -24.8913 -0.3 -0.9 1.1 0.020
C -20.1856 -9.7032 -31.2404 0.0 -1.5 -1.5 -0.115
C -14.1876 -7.4436 -26.4620 -0.4 0.3 -0.6 -0.040
C -20.3981 -15.7255 -18.8576 -1.7 2.8 -0.3 -0.074
C -18.4312 -9.8357 -25.7141 0.9 0.9 -0.1 -0.039
C -20.7699 -8.9872 -19.4984 -2.3 0.0 -0.2 -0.125
C -20.0089 -9.5464 -23.9793 1.5 1.2 2.4 -0.057
C -16.2817 -5.2434 -20.9025 0.9 0.5 -1.3 0.020
C -19.0162 -13.0957 -27.9145 -0.2 -1.2 0.2 -0.058
C -21.3604 -10.2692 -19.7425 1.8 1.0 0.9 -0.004
C -23.3937 -10.9840 -27.0290 -1.2 1.7 2.1 -0.121
C -10.6706 -9.2547 -24.9596 1.3 0.5 0.2 -0.070
C -13.4939 -12.9341 -25.2767 -0.9 -0.4 1.3 -0.039
C -17.7567 -11.8142 -20.8135 -0.3 -1.4 0.1 -0.062
C -18.5787 -14.9971 -26.5765 -0.3 -0.6 -0.3 -0.010
C -17.5347 -12.5502 -21.9805 0.5 -1.4 1.1 0.023
C -15.7922 -8.6842 -18.2673 0.0 -0.4 0.2 -0.088
C -19.9054 -16.4149 -21.4770 0.1 -1.2 -1.0 -0.016
C -11.8041 -7.3453 -23.3464 0.1 2.7 -0.9 -0.011
C -20.2645 -3.8574 -27.5113 0.8 -1.6 -1.7 -0.054
C -16.1442 -7.7746 -17.2735 -0.3 -1.2 -1.2 -0.067
C -15.3506 -6.6868 -17.0837 -0.6 0.9 1.9 -0.041
C -13.2975 -14.6778 -23.0910 -0.5 0.6 0.0 -0.002
C -12.0521 -8.6620 -23.1063 -0.5 0.0 0.1 -0.074
C -13.9127 -7.2915 -18.9043 -0.4 -1.4 0.7 0.030
C -19.7363 -9.8232 -25.2834 -0.6 -1.0 0.4 -0.072
C -14.4556 -12.1145 -17.1380 0.4 0.1 1.5 -0.037
C -19.4957 -17.2422 -20.4410 0.5 1.5 -0.3 -0.041
C -13.1793 -14.2947 -25.4699 0.3 1.3 0.2 -0.057
C -16.9016 -14.3262 -28.2491 -1.5 -1.0 0.2 0.003
C -16.8591 -5.2899 -23.2605 1.4 0.5 0.0 0.005
C -13.0668 -11.8418 -15.1512 -1.1 -1.2 -0.2 -0.063
C -19.5934 -16.7437 -19.1431 0.8 -3.9 -0.3 -0.094
C -20.5309 -8.9220 -32.3720 0.2 -0.2 1.4 0.003
C -17.3295 -15.1815 -27.2292 -0.5 0.9 0.3 -0.129
C -13.6345 -13.3266 -22.9040 -0.2 0.7 -0.7 -0.134
C -11.4810 -9.6153 -23.9155 -0.5 -1.1 -0.2 -0.070
C -20.4439 -9.4559 -33.6542 -0.3 0.0 0.6 -0.082
C -21.4009 -4.5160 -25.5549 -0.4 -2.2 0.8 -0.014
C -18.9663 -9.2147 -23.0722 0.6 0.2 -0.6 0.000
C -15.8969 -4.9946 -22.2474 -2.0 -1.2 1.1 -0.107
C -16.4367 -8.1201 -27.8979 -0.9 0.1 -1.0 -0.031
C -13.8093 -12.4430 -23.9824 0.5 -1.4 -0.7 -0.010
C -15.3388 -6.6851 -26.3266 0.0 0.0 0.2 -0.054
C -10.3224 -7.9201 -25.1246 -0.9 1.3 -1.1 -0.013
C -17.0828 -14.5454 -20.5983 -0.2 1.3 0.4 -0.001
C -17.2076 -13.9632 -21.8816 -0.6 1.8 2.0 -0.127
C -20.2201 -5.2137 -27.9521 -1.3 1.2 0.0 -0.046
C -14.6639 -8.5110 -19.0464 0.1 2.4 -0.2 -0.047
C -21.4964 -5.8420 -26.0201 0.8 2.2 -0.3 -0.125
C -17.3262 -13.7736 -19.4238 -1.3 1.9 -1.0 -0.047
C -14.4014 -13.4982 -17.0225 1.6 -0.2 0.2 0.003
C -20.8456 -3.5497 -26.3295 0.1 1.1 1.0 -0.099
C -22.3713 -7.9593 -20.9955 -0.6 -0.6 0.3 -0.063
C -18.1094 -5.8425 -22.9898 0.6 0.7 0.6 -0.059
C -13.6075 -14.0817 -15.9731 -1.2 1.2 -1.0 -0.139
C -20.9082 -14.9568 -19.9147 -0.5 0.5 0.4 -0.001
C -24.4137 -10.0562 -26.6895 0.0 -0.6 -0.8 0.011
C -17.7971 -13.3280 -28.5920 -0.5 1.0 0.2 -0.069
C -17.7599 -12.3990 -19.5170 1.1 -1.1 -2.2 -0.026
C -17.6050 -9.1086 -23.5092 -1.8 -0.5 -1.2 -0.114
C -19.9801 -11.1073 -31.3989 -0.9 1.5 -0.9 0.020
C -13.0877 -15.1587 -24.3842 0.4 0.6 0.4 -0.055
C -14.2489 -6.4208 -17.8479 1.4 -0.7 -1.4 -0.138
C -22.3650 -10.3764 -20.6352 -1.5 1.3 -2.3 -0.073
C -20.0185 -11.6334 -32.7054 0.9 1.0 0.3 -0.040
C -20.0958 -10.7772 -33.8402 -0.6 -0.9 1.3 -0.060
C -16.4603 -6.9914 -27.0852 0.5 -0.5 0.6 -0.052
C -14.1738 -8.5073 -27.3478 0.6 -1.4 0.8 0.002
C -23.4371 -11.7952 -24.7404 -1.3 0.1 0.6 -0.057
C -13.7928 -11.2762 -16.1675 -1.0 -0.7 -0.7 -0.052
C -15.3298 -8.9407 -27.9972 0.5 1.0 0.2 -0.132
C -17.5474 -5.7267 -20.6634 -0.6 0.8 0.8 -0.079
C -13.0404 -13.2531 -15.0617 1.8 0.7 1.0 -0.018
C -22.9014 -9.2287 -21.2929 1.6 -0.3 1.0 -0.030
H -21.0027 -9.5127 -23.5579 -0.2 -0.2 -0.2 0.095
H -25.0247 -11.0406 -23.5079 -0.1 0.0 0.1 0.102
H -13.2864 -15.3539 -22.2488 0.3 0.1 0.1 0.118
H -11.7416 -10.6562 -23.7928 0.0 -0.1 0.1 0.094
H -19.2855 -9.0280 -22.0575 0.4 0.1 0.2 0.092
H -17.6182 -11.9153 -22.8502 0.1 -0.9 -0.7 0.100
H -17.9244 -5.7150 -19.6514 0.3 -0.4 0.3 0.109
H -14.5200 -9.1606 -19.8971 0.5 -0.2 0.1 0.087
H -9.6828 -7.6038 -25.9353 0.2 -0.1 0.0 0.113
H -20.9094 -7.2229 -27.5923 -0.2 -0.1 -0.1 0.100
H -20.8181 -2.5713 -25.8731 0.1 0.3 -0.4 0.116
H -12.8316 -8.8715 -22.3888 0.3 -0.4 0.3 0.092
H -13.0311 -7.1830 -19.5186 0.0 0.5 0.0 0.112
H -13.9235 -10.2049 -16.1266 -0.1 0.1 -0.6 0.096
H -21.6503 -4.2895 -24.5287 -0.5 -0.1 0.0 0.120
H -14.7405 -14.1169 -17.8402 -0.4 -0.1 0.2 0.094
H -17.4927 -12.6595 -29.3838 -0.1 0.2 0.0 0.081
H -19.9403 -11.7734 -30.5497 0.3 0.1 0.1 0.098
H -10.1564 -9.9734 -25.5805 -0.2 -0.2 0.0 0.110
H -16.3545 -9.4154 -25.2425 0.1 0.2 -0.1 0.102
H -20.8599 -6.8566 -19.8596 -0.3 0.1 0.2 0.103
H -15.0843 -11.6961 -17.9100 0.2 0.2 -0.2 0.082
H -19.6585 -12.2473 -28.0991 0.2 0.2 -0.5 0.067
H -19.7047 -16.7460 -22.4852 -0.1 0.2 -0.2 0.121
H -19.8426 -12.6983 -32.7418 -0.1 -0.1 -0.5 0.103
H -17.3693 -14.2021 -18.4334 0.4 -0.4 -0.1 0.098
H -20.7237 -15.4059 -17.8787 0.4 -0.3 0.3 0.117
H -22.8543 -7.0965 -21.4298 0.3 0.1 -0.2 0.099
H -21.5984 -14.1602 -19.6792 0.2 0.3 -0.1 0.114
H -15.6166 -6.1141 -16.2076 0.3 0.6 -0.2 0.123
H -19.4856 -6.2106 -21.3707 0.0 -0.3 -0.1 0.088
H -12.6974 -16.1604 -24.4879 -0.4 -0.2 -0.2 0.113
H -16.7870 -15.5741 -20.4544 -0.1 -0.1 -0.3 0.115
H -20.9617 -7.9535 -32.1648 0.4 0.3 -0.3 0.116
H -16.5979 -4.9849 -24.2631 0.0 -0.3 -0.1 0.095
H -19.1949 -17.4467 -18.4266 0.1 0.4 0.7 0.117
H -22.1767 -12.5100 -26.2710 0.2 -0.1 0.1 0.100
H -18.8866 -15.6504 -25.7734 0.4 -0.2 0.1 0.105
H -18.0745 -11.7275 -18.7318 0.2 -0.5 0.5 0.070
H -25.9510 -9.6270 -25.1134 0.1 0.7 -0.7 0.108
H -20.4153 -13.7744 -26.4221 -0.1 -0.5 0.0 0.083
H -19.8342 -5.4486 -28.9331 0.4 -0.1 0.1 0.098
H -18.2639 -10.1239 -26.7414 0.4 0.0 -0.1 0.094
H -20.0765 -11.1001 -34.8706 0.2 -0.6 0.1 0.105
H -24.7669 -9.4184 -27.4864 -0.1 0.2 0.1 0.114
H -16.3851 -9.5758 -18.4086 -0.2 0.0 -0.1 0.087
H -15.6380 -4.9855 -20.0745 0.2 -0.1 -0.1 0.111
H -14.2086 -11.4492 -23.8427 0.3 0.1 0.2 0.102
H -20.5999 -10.2282 -25.7900 0.3 0.2 -1.0 0.098
H -12.9437 -14.5977 -26.4794 -0.1 -0.3 0.0 0.106
H -22.7064 -11.3329 -21.0023 -0.1 -0.2 0.4 0.091
H -12.3988 -13.6651 -14.2967 -0.2 -0.3 0.2 0.117
H -18.8087 -6.0546 -23.7850 0.0 0.1 -0.1 0.104
H -12.3196 -6.5964 -22.7634 0.0 0.2 0.1 0.107
H -16.0534 -14.5596 -28.8756 0.3 0.2 0.4 0.121
H -18.0607 -10.8024 -21.0377 0.1 0.3 0.7 0.071
H -17.2936 -8.3006 -28.5300 -0.2 -0.3 0.1 0.098
H -12.7066 -11.2322 -14.3356 0.4 -0.1 -0.1 0.108
H -13.2823 -9.1166 -27.3290 0.1 -0.2 -0.4 0.113
H -23.1175 -12.5645 -24.0531 0.2 0.2 0.2 0.097
H -15.3147 -5.9005 -25.5848 -0.2 0.2 -0.1 0.076
H -17.3796 -6.4472 -26.9267 -0.1 0.1 -0.3 0.103
H -13.3125 -7.1658 -25.8931 0.1 -0.2 0.0 0.099
H -17.0638 -7.9279 -16.7283 0.1 0.1 0.2 0.102
H -21.0167 -11.1855 -19.2857 0.5 0.2 0.2 0.115
H -18.9779 -18.1699 -20.6351 0.0 0.1 -0.1 0.118
H -20.7443 -8.9219 -34.5436 0.1 0.5 0.2 0.109
H -23.6392 -9.3781 -22.0673 -0.2 0.2 0.1 0.093
H -13.5980 -12.2583 -26.1126 0.0 -0.1 -0.2 0.092
H -19.8018 -3.0964 -28.1221 0.1 0.0 0.0 0.110
```
Positions in Å, forces in eV/Å.

The largest force on an atom is 0.083 Eh/bohr. As for the energy above the lowest of the compared OMol25 structures with the same formula, charge and spin: 251.39 kJ/mol. For the energy, the calculation gives -166393.1117 eV. The calculation puts the HOMO-LUMO gap at 8.01 eV. The value obtained for the HOMO energy is -9.58 eV.